Below is a molecular structure, C4H8N2OS, with properties calculated with ωB97M-V/def2-TZVPD.

Geometry as ORCA input:
```
! wB97M-V def2-TZVPD RIJCOSX def2/J DEFGRID3
* xyz 0 1
C -2.5234 0.1201 0.2820
C -1.2072 -0.1203 -0.4481
C 0.0820 0.7727 -0.1364
C 1.2609 -0.2081 -0.1915
H -2.3174 -0.0452 1.3387
H -3.2081 -0.4924 -0.2227
H -2.8512 1.1812 0.0934
H -1.5759 0.0578 -1.5903
H 0.0181 0.8230 1.0095
H 0.2691 1.7656 -0.6177
H 2.6045 1.1187 0.3488
H 2.9643 -1.3288 0.5597
N 2.5076 0.2616 -0.2861
N 0.9607 -1.4485 -0.1255
O 3.5988 -0.6877 0.1010
S -0.5827 -1.7697 -0.1149
*
```

orbital gap = 8.5456 eV
M = 132.2 Da